Below is 4 unconnected molecules or ions with the total composition C30H50F3N2O12PS4, with properties calculated with the ωB97M-V functional and the def2-TZVPD basis.

XYZ file:
```
102
Properties=species:S:1:pos:R:3:forces:R:3
C -2.69202 9.90562 -2.07584 -0.0346 -0.1560 0.0180
C -2.02305 8.67297 -1.51668 -0.1432 -0.2673 -0.1703
O -0.82966 8.59844 -1.34506 0.2003 0.0104 0.0167
N -2.89344 7.62181 -1.23849 0.0460 0.4100 0.7474
C -2.41503 6.59476 -0.29807 0.2447 0.0287 -0.1186
C -1.41665 5.63459 -0.93072 -0.3167 -0.3635 -0.1073
C -2.10607 4.51434 -1.70834 0.2077 -0.0552 0.1552
C -1.15520 3.67783 -2.58561 -0.1416 0.0849 -0.1707
C -0.59052 2.46710 -1.88361 -0.1783 -0.0842 0.1807
C -1.42361 1.32632 -1.85537 0.0745 0.0877 0.1115
C -2.78821 1.23271 -2.50630 0.2271 -0.0691 0.0562
C -2.75649 0.40482 -3.79780 0.1529 0.1207 -0.0926
C -2.25217 1.14087 -5.04370 -0.0609 -0.1204 0.0373
C -0.74532 1.05686 -5.26185 0.1007 -0.0603 0.0435
N -0.28475 -0.34253 -5.26746 0.1852 0.2185 -0.0233
C -0.99340 0.18394 -1.20244 0.2747 0.0156 0.0952
C 0.27357 0.11629 -0.64591 -0.2502 -0.0272 -0.1567
C 1.11190 1.22570 -0.67908 0.0657 -0.3286 0.0663
C 0.66544 2.42174 -1.24272 -0.0431 0.3302 -0.2593
P 1.76528 3.88490 -1.12578 0.1542 0.2667 0.4619
S 1.93536 4.83780 0.55514 -0.1563 -0.0570 -0.0319
C 2.47696 1.05611 -0.11824 0.2353 -0.2137 0.3327
O 3.17009 1.95917 0.28523 -0.0316 0.0124 -0.3089
C 2.99584 -0.35392 -0.02611 -0.1653 -0.0864 -0.0642
C 4.48715 -0.56120 0.06437 0.3024 -0.0791 0.0988
F 4.82188 -1.77571 -0.42571 -0.0584 0.1709 0.1402
F 4.91345 -0.52583 1.34357 -0.0739 0.0451 -0.2028
F 5.18223 0.34725 -0.62554 -0.1333 -0.1634 0.0401
C 2.17015 -1.39453 0.04587 0.1998 0.1843 -0.1173
C 0.71051 -1.17091 -0.05168 -0.0985 -0.0114 -0.0377
O -0.07726 -2.02098 0.29367 0.0094 -0.1057 0.0285
H -1.99241 10.40322 -2.73841 -0.0017 0.1233 -0.0008
H -2.94584 10.56796 -1.24832 0.0486 0.1067 0.0008
H -3.60675 9.65555 -2.60841 -0.0347 0.0251 -0.0618
H -3.77190 8.01665 -0.92485 -0.2356 -0.2593 -0.3640
H -1.95864 7.06119 0.57767 0.0374 0.1022 -0.0293
H -3.28554 6.03503 0.04381 -0.0861 0.0074 0.0117
H -0.75698 6.18145 -1.60045 0.1466 0.1194 0.1451
H -0.82282 5.20239 -0.12548 0.2061 0.0602 -0.0744
H -2.57222 3.83038 -0.99407 -0.2647 0.0787 -0.0253
H -2.88831 4.93842 -2.33953 -0.0539 0.0228 -0.0366
H -0.38472 4.30888 -3.01671 0.0930 0.0751 0.0309
H -1.72989 3.31479 -3.43567 0.1411 -0.0112 -0.0326
H -3.42386 0.70494 -1.79532 -0.1311 0.0935 0.0507
H -3.22186 2.21361 -2.68311 -0.1302 -0.0157 0.0291
H -2.11574 -0.46138 -3.62884 -0.1182 -0.1775 -0.0491
H -3.75153 0.01028 -3.99506 -0.0975 0.0566 0.0582
H -2.55379 2.19110 -5.01177 -0.0735 0.0278 -0.0594
H -2.73791 0.70181 -5.91589 0.0328 -0.0162 -0.0568
H -0.20917 1.65167 -4.51479 -0.0356 0.0302 0.0540
H -0.50918 1.50651 -6.22665 -0.0100 -0.0070 -0.0503
H 0.11566 -0.58129 -4.36845 -0.0980 -0.0759 0.0435
H 0.47049 -0.45039 -5.93169 -0.0235 -0.0484 -0.0520
H -1.63034 -0.68953 -1.14926 -0.0460 -0.0484 0.0156
H 1.28079 4.71427 -2.13081 -0.0080 -0.0349 -0.2730
H 2.95280 3.40427 -1.69704 -0.0178 0.0027 -0.0834
H 2.51314 -2.41504 0.15564 -0.0236 -0.0219 0.0821
O 3.30921 0.83189 7.19210 -0.0512 -0.0412 0.0511
S 3.44053 2.09556 6.53069 0.0847 -0.0090 -0.0782
O 2.27733 2.90341 6.33339 -0.0325 0.0055 0.0363
O 4.18523 1.87027 5.14943 -0.0081 0.1383 0.0010
C 3.63938 0.87781 4.24836 -0.0637 -0.3213 -0.2303
C 2.39474 1.35326 3.53077 -0.0702 0.2010 0.1252
C 4.69181 3.05789 7.30362 0.0319 0.0130 0.0265
H 3.46334 -0.04307 4.80684 -0.0179 0.0539 0.0771
H 4.44296 0.68970 3.54046 0.0574 0.0903 0.0443
H 1.56540 1.50294 4.22032 0.0069 -0.0350 0.0158
H 2.09380 0.60621 2.79365 0.0529 -0.0401 -0.0029
H 2.58155 2.29730 3.01916 0.0062 -0.0276 -0.0692
H 5.57805 2.44425 7.43518 0.0018 -0.0079 -0.0095
H 4.29194 3.36906 8.26596 -0.0154 -0.0099 0.0037
H 4.89707 3.92357 6.68023 -0.0122 0.0068 -0.0066
O -3.73684 -3.66442 -1.19836 -0.0375 0.0423 -0.0751
S -3.12337 -4.90579 -0.82340 0.0234 0.0215 0.1150
O -3.57654 -6.11521 -1.44040 -0.0023 -0.0011 -0.0549
O -3.21420 -5.05108 0.75697 0.0760 -0.1255 -0.0154
C -4.51301 -4.88659 1.36930 -0.2459 0.1097 0.1467
C -5.42196 -6.08095 1.16825 0.0843 -0.0427 -0.1108
C -1.38056 -4.78445 -0.94580 0.0743 -0.0429 -0.0099
H -4.96400 -3.96675 0.99446 0.0368 -0.0140 -0.0660
H -4.28886 -4.74325 2.42418 0.0710 -0.0071 -0.0065
H -5.69110 -6.20804 0.12147 -0.0024 0.0232 -0.0050
H -6.33599 -5.93904 1.74566 0.0121 0.0137 0.0350
H -4.93189 -6.99535 1.50202 -0.0146 0.0015 0.0376
H -1.05861 -3.87541 -0.44908 0.0115 0.0137 0.0256
H -1.14567 -4.75407 -2.00799 -0.0342 0.0012 -0.0141
H -0.92361 -5.65752 -0.48786 -0.0070 -0.0119 -0.0067
O 1.55250 -5.97077 0.41593 -0.0551 0.0884 -0.1238
S 2.63239 -6.70341 1.00934 -0.0162 -0.0598 0.1454
O 3.35601 -7.64282 0.21146 0.0194 0.0212 -0.0406
O 2.10035 -7.40436 2.32586 0.1354 -0.0308 0.0025
C 0.90356 -8.21633 2.22084 -0.3068 -0.1284 0.0060
C 1.15017 -9.55271 1.55490 0.1369 0.0589 -0.0566
C 3.76178 -5.59789 1.77913 0.0016 0.0509 0.0019
H 0.13391 -7.64030 1.70548 0.0587 0.0402 -0.0345
H 0.58758 -8.34724 3.25308 0.0635 0.0385 0.0314
H 1.42306 -9.43582 0.50772 -0.0200 0.0162 -0.0054
H 0.24180 -10.15284 1.60922 -0.0159 0.0059 0.0338
H 1.95728 -10.08707 2.05520 -0.0260 -0.0199 0.0270
H 3.20584 -4.89800 2.39669 -0.0112 -0.0126 0.0116
H 4.28310 -5.07877 0.97741 0.0011 -0.0090 -0.0157
H 4.46411 -6.17689 2.37193 0.0079 -0.0107 -0.0046
```
Forces are in eV/Å.

Results
2S+1: 1
Kohn-Sham gap: 0.24410 hartree
Structure (SMILES): CC(=O)NCCCCc1c(CCCCN)cc2c(c1[PH2]=S)C(=O)C(C(F)(F)F)=CC2=O.CCOS(C)(=O)=O.CCOS(C)(=O)=O.CCOS(C)(=O)=O
Net charge: 0

***

Below is a molecular structure, C30H51Cl2N2PReS, with properties calculated with the ωB97M-V functional and the def2-TZVPD basis.

XYZ file:
```
88
Properties=species:S:1:pos:R:3:forces:R:3
P 0.11901 -1.02306 -2.30871 -0.1118 0.4572 -0.1013
C 1.72069 -0.38275 -3.09433 -0.4153 -0.4109 0.2724
C 2.02031 -0.74282 -4.55703 0.0345 0.2166 0.0305
C 3.44570 -0.30157 -4.91874 -0.0386 -0.0137 0.0067
C 3.66088 1.19359 -4.66139 -0.0868 -0.0269 0.0371
C 3.31847 1.56723 -3.21569 -0.1036 -0.0906 -0.0161
C 1.89517 1.12736 -2.84893 0.0551 -0.1898 -0.0717
C -1.32714 -0.10444 -3.12509 0.4654 -0.3643 0.2447
C -1.30105 0.06988 -4.64865 -0.1806 0.1268 0.0640
C -2.64320 0.64546 -5.12920 0.0578 0.0120 -0.0122
C -2.97242 1.96902 -4.42924 0.0904 -0.0439 0.0434
C -2.94612 1.81890 -2.90479 0.1113 -0.0679 -0.0022
C -1.61053 1.23813 -2.41770 -0.0721 -0.1898 -0.0728
C -0.02932 -2.71843 -3.07324 0.0247 0.3335 -0.2381
C 1.16746 -3.58134 -2.62694 -0.2263 0.0019 0.0061
C 1.07230 -5.00296 -3.18869 -0.0607 0.0504 -0.0152
C -0.25306 -5.67325 -2.81288 0.0185 0.1727 0.0521
C -1.44585 -4.81689 -3.24917 0.0854 0.0848 -0.0138
C -1.36158 -3.39126 -2.68968 0.2274 -0.0377 0.0809
H 2.46379 -0.91094 -2.46411 -0.0887 0.2615 -0.1764
H 1.30167 -0.23201 -5.21526 0.2133 -0.1450 0.1058
H 1.90856 -1.82092 -4.73483 0.0344 0.2365 0.0459
H 3.65210 -0.54260 -5.96717 0.0373 0.0342 0.0841
H 4.15943 -0.87347 -4.30864 -0.0713 0.0346 -0.0823
H 4.69462 1.47444 -4.89130 -0.1025 -0.0294 0.0109
H 3.01605 1.76754 -5.33961 0.0391 -0.0229 0.0212
H 4.02799 1.07088 -2.53880 -0.0918 0.0995 -0.0464
H 3.41797 2.64650 -3.06337 0.0747 -0.0664 -0.0159
H 1.68164 1.36743 -1.79671 0.0026 -0.0553 -0.2087
H 1.17167 1.68005 -3.47243 0.1932 -0.1128 0.1600
H -2.16729 -0.78381 -2.88518 0.1606 0.2974 -0.0052
H -3.44161 -0.07873 -4.91540 0.0919 0.0411 -0.0349
H -1.09447 -0.88595 -5.15401 -0.0373 0.2371 0.1158
H -0.49659 0.77001 -4.92526 -0.1800 -0.1530 0.0566
H -2.61934 0.78624 -6.21542 -0.0467 -0.0057 0.0781
H -3.94949 2.34231 -4.75735 0.1108 -0.0531 0.0218
H -2.23012 2.72130 -4.72569 -0.0328 -0.0249 0.0011
H -3.12864 2.78424 -2.42101 -0.0382 -0.0801 -0.0483
H -3.75675 1.14165 -2.60116 0.0856 0.0964 0.0202
H -1.63160 1.08803 -1.32717 0.0212 0.0385 -0.2737
H -0.79979 1.95110 -2.63703 -0.1920 -0.1429 0.0655
H -0.00224 -2.58778 -4.16940 -0.0030 -0.2551 0.1989
H 2.12014 -3.12299 -2.92920 -0.2360 -0.0922 0.0821
H 1.16513 -3.62355 -1.52591 0.0463 0.0229 -0.1704
H 1.15147 -4.95828 -4.28333 0.0266 -0.0249 0.0763
H 1.91859 -5.59412 -2.82587 -0.0582 -0.0194 -0.0604
H -0.28873 -5.80367 -1.72346 0.0011 -0.0156 -0.0665
H -0.31595 -6.67131 -3.25910 0.0033 0.0840 0.0466
H -2.38574 -5.27848 -2.93121 0.0603 -0.0093 -0.0562
H -1.46263 -4.76382 -4.34619 -0.0373 -0.0286 0.0773
H -2.21659 -2.80247 -3.04967 0.2114 -0.1559 0.0803
H -1.43024 -3.42274 -1.59021 -0.0423 0.0267 -0.1797
Re -0.00085 -0.04102 1.96128 -0.6683 3.1537 0.6432
Cl -2.05557 -0.69365 1.22265 -0.6459 -0.3267 -0.3380
Cl 2.25716 0.02433 1.48994 0.5876 -0.0681 -0.4264
C -0.40165 1.57543 3.14135 -0.3135 0.6290 -1.3065
H -0.76302 1.79913 4.17177 0.1779 -1.2505 -0.6007
C -0.40643 2.88598 2.53578 -0.5146 0.3940 -0.5192
C -1.15679 3.90101 3.20907 0.6886 -1.2698 0.2199
C -1.28812 5.12944 2.62788 -0.5867 1.5589 0.1623
C -0.71522 5.40160 1.37521 0.1708 -0.8610 0.1988
C 0.00529 4.39933 0.69945 0.0607 0.6134 -0.2986
C 0.16663 3.15268 1.26782 -0.0736 -0.4646 0.5678
H -1.60480 3.64405 4.20141 0.3511 0.4054 -0.9857
H -1.85884 5.92350 3.17860 0.6017 -0.7453 -0.7406
H 0.46788 4.60529 -0.27977 -0.3443 -0.0199 0.5552
H 0.73789 2.33841 0.77809 -0.3183 0.7402 0.1921
H -0.82657 6.37266 0.93597 -0.0335 0.3187 -0.1527
C -1.23457 -1.97299 8.58577 0.0002 0.1577 0.3296
C 0.02390 -1.65810 7.82244 -0.8480 0.9312 -1.3899
N -0.40878 -1.10914 6.51674 -0.4206 -0.2444 -0.6459
C 0.01226 -0.00609 5.85919 0.3488 -2.1624 -0.3588
S 0.25317 -0.53790 4.13240 0.7984 -1.6327 3.7884
N 0.38534 1.08389 6.51793 0.7968 1.6278 -2.4072
C 0.00717 1.60195 7.83795 0.1589 -0.6899 -0.5724
C 1.25473 1.87429 8.65055 0.1034 -0.2574 -0.0866
H -1.87254 -1.08675 8.68942 0.1625 -0.1965 -0.0179
H -0.93845 -2.30890 9.55887 -0.1626 -0.3431 0.7590
H -1.81571 -2.75817 8.09718 0.1050 0.0763 0.0094
H 0.63831 -0.87383 8.24618 0.1786 -0.2342 0.5366
H 0.61641 -2.55062 7.62857 0.1647 0.0393 0.0830
H -0.76277 -1.79363 5.82937 0.3883 0.4344 0.7161
H 0.83222 1.77805 5.86981 -0.5801 -0.8623 0.9594
H -0.57118 2.51673 7.69854 -0.0908 -0.0981 0.0176
H -0.62976 0.82630 8.25770 -0.0815 0.2759 0.3639
H 1.85659 2.66735 8.19930 -0.0739 -0.0934 0.0202
H 0.95556 2.18813 9.63417 0.0189 0.2231 0.5377
H 1.87833 0.97637 8.74200 -0.1370 0.2027 -0.0314
```
Forces are in eV/Å.

Results
⟨S²⟩: 4.226
2S+1: 4
Kohn-Sham gap (spin up / spin down): 0.22575 / 0.23648 hartree
Net charge: 0
ΔE to the lowest compared entry with this formula, charge and spin: 22.6 kcal/mol

***

Ordered energy results: -120253.2120 -82215.3213; unit eV.